{
  "formula": "C18H55NO9",
  "method": "ωB97M-V/def2-TZVPD",
  "smiles": "COC[C@H](C)N.CCO.CCO.CCO.CCO.CCO.CCO.CO.CO",
  "lumo_energy_ev": 0.19,
  "largest_force_ev_per_a": 1.98,
  "total_energy_ha": -1450.51896,
  "gap_ha": 0.3547,
  "species": ["C", "C", "O", "H", "H", "H", "H", "H", "H", "C", "C", "O", "H", "H", "H", "H", "H", "H", "C", "C", "O", "H", "H", "H", "H", "H", "H", "C", "C", "O", "H", "H", "H", "H", "H", "H", "C", "C", "O", "H", "H", "H", "H", "H", "H", "C", "C", "O", "H", "H", "H", "H", "H", "H", "C", "C", "C", "O", "C", "N", "H", "H", "H", "H", "H", "H", "H", "H", "H", "H", "H", "C", "O", "H", "H", "H", "H", "C", "O", "H", "H", "H", "H"],
  "xyz": [[0.250, -4.597, 4.795], [-0.123, -5.984, 4.297], [1.080, -6.745, 3.927], [-0.617, -4.166, 5.294], [0.448, -3.861, 4.016], [1.130, -4.640, 5.438], [-0.775, -5.993, 3.423], [-0.707, -6.498, 5.060], [1.290, -6.541, 3.013], [0.187, -3.714, -7.031], [-1.023, -4.369, -6.384], [-0.800, -4.641, -4.989], [1.180, -4.053, -6.735], [0.034, -2.652, -6.836], [0.154, -3.761, -8.120], [-1.200, -5.322, -6.881], [-1.916, -3.802, -6.644], [-0.435, -5.529, -4.975], [2.338, 6.312, 4.132], [2.636, 5.032, 3.388], [1.480, 4.189, 3.402], [2.014, 6.163, 5.162], [1.457, 6.755, 3.667], [3.177, 7.008, 4.149], [3.502, 4.588, 3.879], [2.845, 5.263, 2.343], [1.506, 3.699, 4.228], [4.672, -6.450, -0.332], [3.680, -5.563, -1.176], [2.398, -5.739, -0.628], [4.324, -7.482, -0.381], [4.703, -6.230, 0.735], [5.696, -6.370, -0.696], [3.683, -5.931, -2.203], [3.990, -4.522, -1.259], [1.743, -5.462, -1.273], [-1.476, -0.193, -0.736], [-1.851, 0.590, -1.991], [-1.065, 1.809, -2.081], [-0.426, -0.483, -0.722], [-2.063, -1.109, -0.670], [-1.638, 0.389, 0.171], [-2.917, 0.801, -2.077], [-1.647, -0.033, -2.862], [-1.374, 2.400, -1.391], [4.749, 0.506, -4.516], [4.153, 1.877, -4.828], [3.728, 2.435, -3.568], [5.629, 0.633, -3.886], [5.040, -0.019, -5.426], [4.045, -0.208, -4.090], [3.324, 1.778, -5.529], [4.869, 2.585, -5.247], [2.773, 2.401, -3.476], [-4.826, 4.548, 1.883], [-4.099, 5.888, 1.950], [-4.022, 6.591, 3.278], [-5.306, 6.786, 3.838], [-5.302, 7.609, 4.974], [-2.817, 5.794, 1.324], [-5.798, 4.478, 2.371], [-4.368, 3.769, 2.493], [-4.953, 4.205, 0.856], [-4.757, 6.516, 1.348], [-3.375, 7.460, 3.157], [-3.486, 5.920, 3.949], [-6.358, 7.741, 5.212], [-4.796, 8.564, 4.830], [-4.803, 7.005, 5.731], [-2.388, 6.708, 1.300], [-2.161, 5.282, 1.897], [5.288, -0.604, 2.567], [6.497, 0.095, 2.419], [5.454, -1.677, 2.661], [4.695, -0.119, 3.342], [4.698, -0.649, 1.651], [6.391, 0.859, 1.847], [-6.067, -4.869, -3.378], [-6.285, -3.664, -2.654], [-5.424, -5.506, -2.771], [-6.996, -5.424, -3.505], [-5.569, -4.751, -4.341], [-6.917, -3.099, -3.105]],
  "atomic_forces_ev_per_a": [[-0.5024, 0.3099, -0.3428], [1.0391, -0.2791, -0.8165], [-1.0793, 0.2766, 0.7863], [0.0889, -0.0515, 0.4937], [0.2848, -0.3043, -0.3657], [-0.2413, -0.0586, 0.1802], [-0.1059, 0.4281, -0.0724], [0.5834, -0.4026, 0.1586], [-0.0499, 0.0868, -0.0559], [-0.5795, 1.1198, -0.3456], [0.9444, -1.5099, -0.7171], [-0.5771, 0.5302, -0.4954], [-0.2772, -0.0832, 0.3662], [0.7900, 0.2090, 0.2307], [-0.1995, -0.3229, -0.1172], [-0.0579, -0.2854, -0.0318], [-0.0472, 0.3055, 0.9096], [0.0094, 0.0296, 0.2088], [-0.7183, 0.4741, 0.0171], [-0.2958, 0.4315, 0.5108], [0.4936, -0.1323, -0.0543], [0.2809, -0.3939, 0.1558], [0.1629, 0.3976, -0.1868], [-0.0280, 0.0359, -0.1848], [0.0901, -0.5292, -0.3566], [0.1540, -0.2013, 0.0527], [-0.1627, -0.0795, 0.0410], [-0.7208, 0.5756, -0.5162], [1.2758, -1.1793, 0.4006], [-0.4576, 0.1703, 0.3287], [0.1321, -0.0435, -0.2615], [-0.2505, 0.4884, -0.0603], [-0.0785, -0.0698, -0.1849], [0.1476, -0.2210, -0.1689], [-0.0037, 0.2177, 0.4732], [-0.0692, 0.0749, 0.0180], [-0.2271, -0.0019, 0.0016], [0.7668, 0.2054, 0.2474], [-0.5075, -0.8782, -0.3810], [0.0377, 0.1025, -0.2829], [-0.1042, -0.0182, 0.0489], [-0.1899, 0.0722, 0.0162], [-0.1190, 0.1907, 0.3936], [0.4051, 0.2771, -0.1429], [-0.0416, 0.0646, 0.0899], [0.2932, -0.0585, -0.8748], [-0.4303, -0.5650, 1.0978], [0.0426, 0.3178, -0.3215], [-0.1302, -0.2016, 0.1017], [0.3949, 0.2336, -0.2775], [-0.2023, 0.4734, 0.4857], [-0.1185, 0.1153, -0.0018], [0.1473, -0.2244, -0.0518], [-0.0228, -0.0969, -0.1351], [-0.1874, -0.8060, 1.0993], [-1.9017, 0.0452, -0.5406], [-0.1326, -1.5092, 0.8673], [0.2406, 0.7277, -1.4682], [-0.2092, -0.9914, 0.0455], [0.9615, 0.1394, -0.3865], [-0.3639, 1.0017, -0.2466], [0.9282, -0.1894, -0.3210], [0.2631, 0.0564, 0.0656], [0.2448, 0.4097, -0.4012], [-0.4422, 0.6527, 0.1152], [0.4482, -0.1558, 0.4139], [0.1874, 0.2427, 0.2934], [0.0116, 0.0889, -0.0852], [0.0534, 0.4838, 0.7085], [-0.0343, 0.3463, -0.3595], [-0.0351, -0.5714, 0.1956], [-0.6141, -0.0143, -0.8678], [0.7512, -0.1449, -0.0984], [0.4230, 0.1458, 1.0071], [-0.1801, -0.5877, 0.2341], [-0.1873, 0.6807, -0.2977], [-0.2013, -0.0785, 0.0141], [-0.1631, -0.2699, 0.4068], [0.3297, -0.1001, -0.0328], [0.0511, 0.1909, 0.1034], [-0.1322, 0.0080, -0.2021], [-0.0722, 0.3233, -0.1019], [-0.0060, -0.1465, -0.1715]]
}

---

{
  "formula": "C18H56O10",
  "method": "ωB97M-V/def2-TZVPD",
  "smiles": "CCO.CCO.CCO.CCO.CCO.CCO.CCO.CCO.CO.CO",
  "lumo_energy_ev": 0.38,
  "largest_force_ev_per_a": 3.26,
  "total_energy_ha": -1471.64483,
  "gap_ha": 0.3682,
  "species": ["C", "C", "O", "H", "H", "H", "H", "H", "H", "C", "C", "O", "H", "H", "H", "H", "H", "H", "C", "C", "O", "H", "H", "H", "H", "H", "H", "C", "C", "O", "H", "H", "H", "H", "H", "H", "C", "C", "O", "H", "H", "H", "H", "H", "H", "C", "C", "O", "H", "H", "H", "H", "H", "H", "C", "C", "O", "H", "H", "H", "H", "H", "H", "C", "C", "O", "H", "H", "H", "H", "H", "H", "C", "O", "H", "H", "H", "H", "C", "O", "H", "H", "H", "H"],
  "xyz": [[5.589, 1.353, -1.129], [4.325, 0.790, -0.600], [4.216, 1.124, 0.736], [5.581, 2.443, -1.138], [5.839, 1.080, -2.154], [6.471, 1.042, -0.569], [4.361, -0.297, -0.666], [3.524, 1.174, -1.231], [3.502, 0.674, 1.193], [0.638, 3.251, -1.408], [0.341, 4.588, -0.866], [-0.170, 4.463, 0.437], [-0.295, 2.778, -1.714], [1.083, 2.528, -0.725], [1.312, 3.325, -2.262], [-0.358, 5.110, -1.519], [1.258, 5.177, -0.832], [-0.735, 5.219, 0.610], [3.423, -0.520, 3.984], [2.051, -0.407, 3.412], [2.076, -0.565, 2.012], [4.211, 0.042, 3.484], [3.790, -1.539, 3.861], [3.595, -0.251, 5.027], [1.647, 0.591, 3.579], [1.372, -1.115, 3.887], [2.211, -1.493, 1.805], [1.129, -4.194, -0.548], [1.026, -3.595, 0.848], [2.308, -3.534, 1.376], [1.598, -5.175, -0.480], [1.729, -3.547, -1.188], [0.092, -4.340, -0.851], [0.384, -4.077, 1.585], [0.489, -2.647, 0.880], [2.631, -4.425, 1.531], [-3.954, -0.104, 1.823], [-3.869, -1.582, 1.455], [-5.025, -2.181, 1.948], [-3.819, 0.028, 2.896], [-4.885, 0.385, 1.539], [-3.226, 0.484, 1.264], [-2.962, -2.107, 1.757], [-3.976, -1.689, 0.376], [-4.856, -3.125, 1.893], [0.779, 0.817, -4.627], [1.961, 0.101, -3.878], [1.468, -0.938, -3.101], [0.250, 0.219, -5.368], [1.230, 1.701, -5.078], [0.082, 1.177, -3.870], [2.567, 0.818, -3.322], [2.715, -0.337, -4.532], [1.061, -0.490, -2.356], [-2.314, 2.273, 4.366], [-1.299, 2.374, 3.240], [-1.224, 3.779, 2.857], [-2.456, 1.226, 4.632], [-3.253, 2.686, 3.997], [-2.043, 2.808, 5.276], [-1.550, 1.733, 2.395], [-0.361, 2.010, 3.660], [-0.706, 3.809, 2.049], [-1.304, -0.706, -1.297], [-0.464, -0.032, -0.272], [0.915, -0.212, -0.556], [-2.352, -0.718, -0.998], [-1.024, -1.758, -1.334], [-1.334, -0.324, -2.318], [-0.660, -0.349, 0.753], [-0.681, 1.034, -0.210], [1.365, -0.119, 0.287], [-2.843, -4.707, -1.414], [-3.421, -5.793, -1.971], [-3.616, -3.967, -1.205], [-2.290, -4.996, -0.520], [-2.150, -4.292, -2.146], [-2.789, -6.414, -2.340], [-3.162, 2.364, -2.735], [-3.843, 1.396, -1.988], [-2.305, 1.934, -3.254], [-3.747, 2.918, -3.469], [-2.739, 3.076, -2.026], [-4.134, 0.759, -2.645]],
  "atomic_forces_ev_per_a": [[1.5912, 0.6963, -0.5416], [-0.0497, -1.0205, -0.6948], [0.1185, 1.1484, 1.3375], [-0.1091, 0.1081, 0.2397], [-0.4970, -0.2844, -0.1692], [-0.1280, -0.0334, 0.3576], [-0.2117, -0.2568, -0.4309], [-0.5143, -0.0799, 0.1553], [-0.2504, -0.3378, -0.2213], [-0.1212, -1.4140, -0.7791], [0.7592, 0.7350, 0.0631], [-0.5873, 0.1312, 0.3952], [-0.0135, -0.0974, -0.2933], [0.2388, 0.4114, 0.3660], [-0.1229, -0.0344, -0.1634], [-0.1336, 0.0654, -0.0309], [0.1252, 0.2238, 0.0115], [-0.0506, 0.1049, 0.1704], [1.8464, -0.6055, 0.2835], [-0.2526, 0.9885, 0.5982], [-0.2418, 0.0692, -0.7092], [-0.4484, 0.4789, -0.5211], [-0.1439, -0.3129, 0.1799], [-0.7372, -0.0834, 0.1837], [-0.0738, 0.0215, 0.0518], [-0.0899, -0.1347, -0.0661], [0.3167, -0.5322, -0.0684], [-1.0288, -0.0491, 0.9812], [-0.8562, -0.5424, -0.1857], [1.2480, 1.2449, 1.0226], [0.0411, -0.0697, -0.0558], [-0.3637, 0.0154, -0.1129], [0.1431, 0.0436, -0.8102], [-0.1952, -1.1915, -0.3196], [0.8796, 0.7521, -0.5463], [-0.0066, 0.0178, -0.0039], [0.6382, 0.0846, -0.1004], [-0.6742, 1.2827, -1.2367], [-0.5898, -1.0894, 1.0925], [0.0930, 0.0961, -0.0358], [-0.3243, -0.5984, 0.0142], [0.4223, -0.0966, 0.1927], [0.2163, 0.2701, 0.3221], [0.6706, 0.2410, -0.4410], [-0.4598, -0.2151, 0.1315], [1.6343, 0.2067, 0.6680], [-0.5458, 0.0958, -1.4815], [0.0353, -0.3302, 0.2709], [0.2401, -0.1319, 0.1308], [-0.3003, 0.1426, -0.3920], [-0.1455, -0.0471, 0.0182], [-0.3245, 0.3690, 0.4694], [-0.2991, -0.0416, -0.5802], [0.0029, -0.4380, 0.6619], [-0.3912, -0.1672, -0.5384], [-0.0098, 1.2290, 0.8608], [-0.0938, -1.4767, 0.4951], [-0.1209, -0.0546, 0.0216], [-0.1715, -0.1016, 0.1702], [0.2796, 0.1180, -0.2134], [-0.2171, 0.0952, -0.1042], [0.4830, 0.1758, -0.2621], [0.2414, 0.0316, -0.2185], [-1.0844, -1.1879, 0.0006], [0.1662, 1.1742, 0.3817], [-0.2584, 0.0267, -0.1029], [-0.0385, 0.2244, 0.2319], [0.1728, -0.1267, -0.2425], [0.5952, 0.3159, 0.1202], [-0.2387, -0.6520, 0.0193], [-0.1124, 0.3122, -0.2836], [0.4465, 0.0450, 0.2451], [1.3514, 1.2138, 0.1137], [-1.9628, -2.3885, -1.0440], [0.0827, -0.0351, 0.1972], [0.0851, 0.4236, 0.4076], [0.3135, 0.6243, 0.2244], [0.1255, 0.1980, 0.1145], [1.1387, 0.7170, 0.1959], [-0.4848, -0.2509, -0.2835], [0.1369, -0.1419, -0.2089], [-0.3916, -0.0966, 0.0595], [-0.1393, 0.1272, 0.0151], [-0.2736, -0.3486, 0.2496]]
}